[1]
Molecular formula: C11H22N4O4
Method: DFT, ωB97M-V/def2-TZVPD

For the gap between HOMO and LUMO, the calculation gives 9.35 eV. The value obtained for the HOMO energy is -9.53 eV. For the molar mass, the calculation gives 274.32 Da. Its SMILES is NCCCC[C@H](N)C(=O)N[C@@H](CCC(N)=O)C(=O)O. As for the total energy: -25912.049 eV.

Cartesian coordinates (Å):
N: 2.41414 2.87784 0.33557
C: 3.38118 1.73394 0.02171
C: 3.23672 0.64340 1.14083
C: 3.51990 -0.75629 0.55194
C: 2.24071 -1.48988 0.12425
C: 1.51675 -0.91505 -1.09599
N: 1.06113 0.42263 -0.92241
C: 0.41535 -1.86698 -1.51878
O: 0.55141 -2.77918 -2.31513
N: -0.78398 -1.69358 -0.89617
C: -1.22915 -1.05950 0.26571
C: -2.18443 0.04344 -0.02187
C: -3.72197 0.00143 -0.01947
C: -4.36476 1.32824 -0.45395
N: -3.53219 2.22670 -1.08332
O: -5.48200 1.65427 -0.14650
C: -2.15886 -2.06544 1.05038
O: -2.70793 -3.01270 0.54703
O: -2.32900 -1.88077 2.38639
H: 2.46777 3.14300 1.29495
H: 1.46179 2.47984 0.27985
H: 4.30410 2.26876 -0.08122
H: 3.04587 1.23899 -0.95730
H: 3.82237 0.86733 2.07197
H: 2.19350 0.62111 1.46795
H: 4.19267 -0.64442 -0.28639
H: 4.06789 -1.53137 1.17110
H: 1.50019 -1.20424 0.91788
H: 2.47994 -2.54125 0.26679
H: 2.20852 -0.88419 -2.00288
H: 0.21924 0.45071 -1.47804
H: 0.88088 0.54733 0.12227
H: -1.36745 -2.45569 -1.42192
H: -0.36996 -0.65074 0.67804
H: -1.92883 0.87344 0.58201
H: -2.17069 0.59458 -0.96292
H: -4.31531 -0.29666 0.83443
H: -4.15744 -0.62268 -0.79372
H: -3.66005 3.24409 -0.94735
H: -2.60414 2.01697 -1.17886
H: -2.11390 -0.92744 2.47311

Cartesian forces, eV/Å:
-0.57 -1.42 -1.43
-2.62 0.34 0.55
1.23 -0.14 -0.10
0.64 -0.94 0.56
-0.46 1.63 1.46
2.26 -1.95 -2.57
-0.70 0.44 2.15
0.67 -0.33 0.90
0.16 0.62 -0.03
-1.47 -3.77 -3.93
-2.83 -1.63 -0.90
-2.20 2.76 -0.84
-1.41 -0.32 -0.79
1.05 1.37 1.22
-1.95 1.81 0.11
-0.58 -0.50 -0.02
0.35 -2.34 0.47
0.81 1.19 -0.27
0.42 1.96 -0.91
0.58 0.23 0.83
0.66 0.42 -0.30
0.94 -0.50 0.08
0.78 1.23 1.43
-0.26 -0.11 -0.94
0.08 0.31 0.13
0.15 0.06 -0.51
-0.53 1.37 0.04
0.55 -0.83 0.03
-0.74 -0.22 -1.07
-0.52 -0.37 1.06
-0.44 0.81 0.35
-0.18 0.26 -2.18
0.47 1.88 1.99
1.01 0.29 1.88
0.27 0.91 1.44
1.79 -1.51 -0.59
0.39 -0.04 0.69
0.49 -0.83 -0.30
-0.59 -1.20 -0.27
2.34 -0.33 -0.36
-0.04 -0.60 0.92

Atom charges from the Löwdin analysis, given in e for atoms 1 to 6:
1. N -0.03
2. C -0.24
3. C -0.20
4. C -0.20
5. C -0.14
6. C -0.34

---

[2]
Molecular formula: C9H13AuN3O4
Method: DFT, ωB97M-V/def2-TZVPD

For the gap between HOMO and LUMO (alpha / beta), the calculation gives 6.86 / 5.96 eV. Its multiplicity is 3. The value obtained for the HOMO energy (alpha / beta) is -18.32 / -20.75 eV. For the molar mass, the calculation gives 424.19 Da. The charge is +3. As for the total energy: -25852.878 eV.

Cartesian coordinates (Å):
O: 0.13083 -2.58084 -2.43012
C: 0.11873 -1.43264 -2.42952
Au: 0.09993 0.37806 -2.42892
O: -2.46367 0.35206 -3.90822
C: -1.46617 0.36226 -3.33272
C: 1.66593 0.39396 -3.33272
O: 2.66333 0.40376 -3.90842
C: 0.08123 2.18886 -2.42852
O: 0.06913 3.33706 -2.42812
C: -2.66247 -0.63324 1.25998
N: -1.25187 -0.42124 1.60438
C: -0.95487 -0.49974 3.02408
C: -0.26107 -0.12704 0.54458
N: -0.72127 -0.07174 -0.69002
N: 1.17463 0.10926 0.79828
C: 1.88863 0.14426 2.07598
C: 2.07123 0.32466 -0.31992
H: -3.31227 -0.83324 2.13738
H: -2.76437 -1.51394 0.59048
H: -3.07707 0.27756 0.77618
H: -0.24777 -1.33324 3.21658
H: -0.62067 0.49306 3.39098
H: -1.84417 -0.73364 3.64558
H: -1.71507 -0.23304 -0.87452
H: 2.67283 -0.64364 2.07888
H: 2.38493 1.13236 2.18918
H: 1.34743 0.00646 2.99398
H: 2.07483 -0.56974 -0.96712
H: 1.79073 1.25016 -0.84362
H: 3.12843 0.47306 -0.00402

Cartesian forces, eV/Å:
-0.06 3.56 -0.70
0.58 -13.90 1.50
1.91 2.45 -2.34
3.60 0.06 2.28
-11.90 -0.08 -7.44
11.19 -0.06 -6.08
-3.72 0.09 1.98
-0.13 12.66 2.60
0.06 -3.77 -0.87
-0.64 -0.03 -0.52
0.92 0.24 -0.10
-0.14 -0.18 1.09
1.89 0.35 1.14
-2.21 -0.78 6.20
-4.45 -0.89 0.62
1.12 0.14 0.82
1.10 0.03 -0.20
0.91 0.16 -0.31
0.13 0.45 0.12
0.29 -0.40 0.02
0.05 0.65 -0.09
0.30 -0.53 -0.21
0.26 0.10 -0.90
0.40 -0.07 1.15
-0.35 0.46 -0.25
-0.17 -0.51 -0.34
-0.57 -0.08 -0.22
0.16 0.52 0.35
0.38 -0.44 0.35
-0.89 -0.20 0.33

Atom charges from the Löwdin analysis, given in e for atoms 1 to 6:
1. O 0.32
2. C -0.25
3. Au 1.30
4. O 0.32
5. C -0.19
6. C -0.22

---

[3]
Molecular formula: C29H48BaCl2N3O4SeSi
Method: DFT, ωB97M-V/def2-TZVPD

For the gap between HOMO and LUMO, the calculation gives 4.84 eV. The value obtained for the HOMO energy is -3.18 eV. For the molar mass, the calculation gives 818.00 Da. The charge is -1. As for the total energy: -142479.261 eV.

Cartesian coordinates (Å):
C: -1.80152 -0.08194 -5.43405
C: -1.34518 -1.01751 -4.35869
H: -1.76775 -0.52340 -6.42518
H: -1.18365 0.80986 -5.49534
H: -2.83334 0.22412 -5.25293
C: -0.62943 -2.12114 -4.66711
C: -0.06121 -2.42795 -6.01461
H: -0.53557 -2.92191 -3.94012
H: 0.61948 -1.64934 -6.40339
H: -0.83959 -2.57127 -6.79893
H: 0.51896 -3.36566 -5.96086
Ba: 2.76026 1.37927 0.77112
Cl: 3.80743 2.45311 -1.83456
C: 0.37367 -1.27784 2.03618
O: 1.45802 -0.67612 2.15608
N: 0.31548 -2.62289 1.99293
C: 1.57770 -3.33779 2.19368
C: -0.94593 -3.36084 2.18682
H: -0.61251 -0.76069 1.94202
H: 2.35424 -2.86841 1.57950
H: 1.45437 -4.39082 1.91295
H: 1.88011 -3.27921 3.25045
H: -1.74696 -2.90218 1.58540
H: -1.26693 -3.36024 3.24782
H: -0.81486 -4.41126 1.88180
H: 1.05438 3.02007 5.36152
H: -1.78264 4.24194 4.60073
C: 1.23932 3.95451 4.81222
C: -1.02634 4.91931 4.19400
N: 0.18219 4.19521 3.81506
H: 2.23395 3.93201 4.35110
C: 0.24516 3.63516 2.60213
O: 1.25339 3.02273 2.17831
H: -1.40869 5.40969 3.29632
H: -0.68205 3.78249 2.01457
H: 1.18717 4.78563 5.52388
H: -0.76318 5.65980 4.95106
H: 1.12553 -0.04225 -3.12934
H: 1.92836 -3.08455 -3.89090
C: 2.21219 -0.19721 -3.30989
C: 2.87946 -2.57481 -3.67458
N: 2.71820 -1.45350 -2.76215
H: 2.75979 0.66343 -2.87656
C: 3.14399 -1.60772 -1.48405
O: 3.18232 -0.71619 -0.63134
H: 3.54072 -3.29333 -3.18142
H: 3.42204 -2.64376 -1.24956
H: 2.35521 -0.17990 -4.40692
H: 3.32582 -2.26348 -4.62749
O: -0.89330 0.43485 -2.36533
C: -1.73589 -0.65169 -2.92229
C: -0.28231 -2.25702 -1.53704
C: -1.55376 -1.85709 -1.95715
H: 0.50747 -1.51021 -1.58824
C: -0.07336 -3.58779 -1.15673
H: -2.78012 -0.32147 -2.85120
C: -2.66144 -2.69832 -1.70264
H: 0.93185 -3.89737 -0.89421
C: -1.13953 -4.49875 -1.07078
C: -2.42986 -4.01000 -1.28122
H: -3.68482 -2.31605 -1.80282
H: -0.92058 -5.52671 -0.73371
H: -3.24356 -4.74740 -1.13767
Si: -0.84941 2.23957 -1.72409
Cl: 0.15552 0.84282 0.01301
C: 0.51681 3.59976 -1.59303
C: -2.36504 3.00857 -0.92356
C: -1.02288 2.21648 -3.57964
H: 0.69049 4.01145 -0.57698
H: 0.21182 4.47007 -2.22091
H: 1.51575 3.27182 -1.94778
H: -0.08364 1.80012 -3.95910
H: -1.24252 3.21229 -3.97440
H: -1.82610 1.53890 -3.85222
H: -2.94299 2.24211 -0.37666
H: -2.97766 3.45055 -1.74223
H: -2.13695 3.83374 -0.23248
Se: -3.06220 0.38343 1.66109
C: -2.70392 1.15614 3.27250
C: -3.74408 1.76961 4.02010
C: -3.59236 2.03552 5.38099
C: -2.35841 1.77300 6.01508
C: -1.28496 1.24933 5.26989
C: -1.43599 1.01599 3.89999
H: -4.68450 1.95425 3.50903
H: -4.42453 2.44503 5.95512
H: -2.22962 1.96205 7.08476
H: -0.32604 1.01169 5.75957
H: -0.59534 0.65340 3.31466

Cartesian forces, eV/Å:
0.20 0.12 -0.47
0.47 -0.66 0.16
-0.03 -0.39 -0.11
-0.11 0.04 0.01
0.05 0.13 0.06
-0.90 0.55 0.38
0.07 -0.38 -0.88
0.31 0.34 0.18
-0.27 -0.17 0.26
0.37 0.05 0.45
-0.21 0.34 -0.13
0.08 0.20 -0.06
0.51 0.14 0.44
-0.02 0.01 -0.07
-0.33 -0.29 0.15
0.20 -0.38 0.37
-0.27 0.08 0.03
-0.14 0.27 0.09
0.48 -0.34 -0.05
-0.15 -0.14 0.17
-0.02 0.28 0.01
0.07 -0.07 -0.23
0.34 -0.12 0.21
0.22 0.08 -0.42
0.03 0.51 -0.06
0.05 0.18 -0.24
0.02 0.03 0.00
-0.51 0.28 -0.07
0.06 -0.32 0.02
0.55 -0.27 -0.05
-0.40 -0.03 -0.02
1.12 -0.54 -0.15
-1.17 0.89 0.71
-0.12 0.06 0.26
0.48 -0.21 -0.11
0.16 -0.18 -0.08
-0.08 0.05 -0.16
0.55 -0.32 0.15
0.14 0.28 0.07
-0.30 0.97 -0.11
-0.21 -0.43 0.25
0.61 -0.41 0.50
-0.27 -0.57 -0.19
-0.66 0.94 -1.01
0.07 -0.86 -0.36
-0.05 -0.07 -0.30
0.19 0.04 0.01
0.12 -0.21 0.53
-0.03 0.08 0.32
-0.48 -3.12 0.70
1.30 1.11 2.90
-0.37 -0.34 -0.35
-1.04 -0.10 -0.87
-0.14 -0.33 -0.03
-0.30 0.37 0.25
-0.08 -0.13 -0.31
0.69 -0.06 0.08
0.05 -0.10 0.03
0.72 0.64 0.19
-0.42 -0.96 0.18
0.46 -0.24 -0.30
-0.40 0.56 -0.35
0.25 0.80 -0.07
0.40 -1.06 -1.30
-0.76 0.88 -0.45
0.41 -0.01 0.33
-0.54 -0.38 -0.09
-0.53 2.28 -0.79
-0.21 -0.31 -0.24
0.01 -0.63 0.23
-0.65 0.15 0.04
-0.17 0.45 -0.20
0.23 0.33 -0.63
-0.01 0.79 0.06
0.05 0.47 -0.18
0.27 -0.37 0.43
0.15 -0.35 -0.09
-0.33 -0.61 -1.31
0.21 0.41 1.39
0.43 -0.08 0.51
0.72 0.03 -0.26
0.01 -0.17 0.06
-0.31 0.39 -0.16
-0.34 0.08 0.47
0.05 -0.10 0.14
0.19 -0.05 -0.11
-0.12 -0.09 -0.31
-0.48 0.22 -0.22
-0.16 0.05 0.16

Atom charges from the Löwdin analysis, given in e for atoms 1 to 6:
1. C -0.06
2. C -0.20
3. H 0.06
4. H 0.07
5. H 0.09
6. C -0.12

---

Energy relative to the best compared isomer or geometry (same formula, charge and spin)
In order: 102.5; 171.9; 38.6
Unit: kcal per mole